# 1
The following is a quantum chemistry calculation of an isolated molecule of C15H17N3O5, from the OMol25 dataset.

Atoms and positions in Å:
C (-2.448, -0.341, -1.334)
C (-1.388, 0.503, -2.106)
C (-1.827, -0.890, -0.058)
C (-0.980, -2.086, -0.195)
C (0.945, 0.991, -2.289)
C (2.261, 0.509, -2.865)
C (1.147, 1.588, -0.857)
C (1.302, 0.682, 0.323)
C (2.239, -0.395, 0.603)
C (0.577, 0.884, 1.536)
C (1.065, -0.052, 2.451)
C (-0.294, 1.936, 2.049)
C (0.677, -0.187, 3.768)
C (-0.665, 1.817, 3.345)
C (-0.239, 0.804, 4.240)
H (-2.481, -1.947, -2.578)
H (-3.699, -0.950, -2.806)
H (-3.249, 0.343, -1.012)
H (-1.190, -0.171, 0.535)
H (-2.698, -1.329, 0.573)
H (-0.306, -3.314, 0.853)
H (0.057, -0.851, -1.731)
H (0.535, 1.797, -2.859)
H (1.919, 2.263, -0.954)
H (0.296, 2.180, -0.684)
H (2.964, -0.691, -0.130)
H (2.457, -1.636, 2.319)
H (-0.865, 2.579, 1.458)
H (1.228, -1.034, 4.223)
H (-1.271, 2.558, 3.762)
H (-0.535, 0.820, 5.354)
H (3.203, -0.896, -3.506)
N (-3.099, -1.399, -2.054)
N (-0.162, 0.008, -2.227)
N (2.052, -0.811, 1.855)
O (-1.738, 1.557, -2.667)
O (-0.747, -2.794, -1.151)
O (-0.560, -2.423, 1.010)
O (3.288, 1.131, -2.904)
O (2.227, -0.753, -3.287)

Values from the calculation:
gap between HOMO and LUMO: 0.306 Ha
ΔE to the lowest compared entry with this formula, charge and spin: 224.1 kJ/mol
charge: 0
energy: -1122.27905 a.u.
SMILES: N[C@@H](CC(=O)O)C(=O)N[C@@H](Cc1c[nH]c2ccccc12)C(=O)O

***

# 2
The following is a quantum chemistry calculation of the ion C3N3O with charge +1, from the OMol25 dataset.

Atoms and positions in Å:
C (-0.093, -0.037, 0.076)
C (0.682, 1.913, -1.176)
C (-0.665, -2.030, 1.305)
N (0.797, 3.044, -1.955)
N (-0.318, -1.005, 0.790)
N (0.370, 0.850, -0.555)
O (-0.847, -3.006, 1.815)

Values from the calculation:
gap between HOMO and LUMO: 0.323 Ha
ΔE to the lowest compared entry with this formula, charge and spin: 198.6 kJ/mol
charge: +1
energy: -353.36409 a.u.
SMILES: N#CN=C=[N+]=C=O

***

# 3
The following is a quantum chemistry calculation of a cluster of 3 separate species, C21H36F3N2O5 in total, from the OMol25 dataset.

Atoms and positions in Å:
C (2.189, -2.579, 1.904)
C (1.180, -3.845, 2.078)
C (-0.242, -3.587, 1.299)
N (-0.065, -2.356, 0.479)
C (-1.110, -1.354, 0.808)
C (0.058, -2.623, -0.976)
C (1.055, -3.827, -1.347)
O (1.136, -4.070, -2.801)
C (2.282, -4.807, -3.121)
F (2.570, -5.868, -2.235)
F (3.406, -3.946, -3.303)
F (2.046, -5.411, -4.396)
C (-1.390, -3.004, -1.534)
O (-2.284, -2.207, -1.961)
O (-1.678, -4.374, -1.592)
C (0.703, -1.293, -1.667)
C (0.363, -1.086, -3.128)
C (0.919, 0.136, -3.875)
C (1.827, 0.974, -2.957)
C (2.048, 0.536, -1.526)
N (1.526, -0.552, -0.779)
H (1.716, -1.594, 2.241)
H (3.123, -2.715, 2.579)
H (2.607, -2.523, 0.834)
H (1.706, -4.796, 1.712)
H (0.989, -3.929, 3.202)
H (-0.995, -3.381, 2.150)
H (-0.596, -4.503, 0.721)
H (-2.099, -1.925, 1.002)
H (-0.854, -0.738, 1.752)
H (-1.343, -0.602, -0.013)
H (0.747, -4.834, -0.891)
H (2.125, -3.570, -1.007)
H (-0.301, -1.830, -3.675)
H (0.705, 0.354, -4.966)
H (2.342, 1.906, -3.360)
H (2.772, 1.199, -0.918)
C (-5.069, 1.172, -1.900)
C (-4.682, 0.532, -0.578)
O (-3.575, 1.160, 0.055)
C (-3.733, 2.529, 0.392)
C (-4.884, 2.790, 1.350)
H (-4.219, 1.167, -2.590)
H (-5.898, 0.628, -2.359)
H (-5.380, 2.212, -1.775)
H (-4.387, -0.504, -0.763)
H (-5.537, 0.491, 0.105)
H (-3.832, 3.133, -0.517)
H (-2.800, 2.842, 0.869)
H (-5.846, 2.502, 0.921)
H (-4.934, 3.852, 1.603)
H (-4.752, 2.216, 2.271)
C (4.162, 4.954, 2.929)
C (3.521, 4.944, 1.551)
O (3.178, 3.644, 1.094)
C (2.250, 2.919, 1.892)
C (0.906, 3.611, 2.039)
H (5.062, 4.330, 2.936)
H (4.437, 5.973, 3.214)
H (3.489, 4.563, 3.694)
H (4.233, 5.350, 0.829)
H (2.644, 5.600, 1.521)
H (2.688, 2.695, 2.871)
H (2.098, 1.956, 1.397)
H (0.996, 4.579, 2.536)
H (0.223, 2.994, 2.627)
H (0.459, 3.788, 1.057)

Values from the calculation:
gap between HOMO and LUMO: 0.250 Ha
charge: -1
energy: -1606.93744 a.u.

***

# 4
The following is a quantum chemistry calculation of a cluster of 2 separate species, CH5NOS in total, from the OMol25 dataset.

Atoms and positions in Å:
S (0.474, -2.251, -2.177)
H (1.216, -2.804, -3.162)
H (-0.567, -3.065, -2.435)
C (-0.369, 1.002, 0.771)
N (0.011, 1.710, 1.859)
O (0.381, 0.581, -0.081)
H (-1.451, 0.839, 0.720)
H (0.979, 1.949, 1.984)
H (-0.674, 2.040, 2.521)

Values from the calculation:
gap between HOMO and LUMO (spin up / spin down): 0.074 / 0.365 Ha
ΔE to the lowest compared entry with this formula, charge and spin: 0.0 kJ/mol
charge: -1
energy: -569.23493 a.u.
multiplicity: 2
expectation value of S²: 0.75

***

# 5
The following is a quantum chemistry calculation of a structure of composition C18H26AsBeF5N4OS, from the OMol25 dataset.

Atoms and positions in Å:
Be (-1.102, 0.712, 0.388)
N (0.700, -1.400, 3.224)
C (0.820, -0.213, 2.642)
S (-0.564, 0.827, 2.533)
N (1.983, 0.197, 2.152)
C (3.224, -0.492, 1.965)
C (3.742, -1.418, 2.862)
C (4.947, -2.047, 2.574)
C (5.646, -1.742, 1.418)
C (5.150, -0.774, 0.554)
C (3.946, -0.150, 0.827)
H (-0.177, -1.616, 3.668)
H (1.487, -2.005, 3.389)
H (1.913, 1.085, 1.674)
H (3.294, -1.604, 3.829)
H (5.350, -2.759, 3.281)
H (6.584, -2.236, 1.204)
H (5.703, -0.499, -0.333)
H (3.567, 0.613, 0.157)
N (-3.832, -3.165, -1.191)
C (-4.116, -2.074, -0.186)
C (-3.349, -0.800, -0.557)
N (-2.792, -0.118, 0.616)
H (-4.318, -4.033, -0.951)
H (-2.824, -3.365, -1.197)
H (-4.115, -2.906, -2.139)
H (-3.769, -2.472, 0.764)
H (-5.194, -1.938, -0.138)
H (-3.983, -0.113, -1.115)
H (-2.506, -1.057, -1.201)
H (-2.497, -0.794, 1.317)
H (-3.467, 0.492, 1.068)
F (-1.307, -2.489, 0.159)
C (-0.219, -1.895, -0.468)
C (-0.071, -0.526, -0.450)
C (1.048, -0.106, -1.146)
F (1.359, 1.215, -1.183)
C (1.935, -0.941, -1.804)
F (2.994, -0.452, -2.439)
C (1.718, -2.308, -1.782)
F (2.550, -3.133, -2.398)
C (0.616, -2.794, -1.104)
F (0.357, -4.106, -1.085)
C (-1.152, 4.992, 0.049)
As (-1.408, 3.521, -1.128)
C (-0.108, 3.602, -2.515)
C (-3.147, 3.615, -1.900)
O (-1.290, 2.100, -0.254)
H (-1.326, 5.918, -0.497)
H (-0.130, 4.970, 0.421)
H (-1.850, 4.911, 0.880)
H (-0.273, 4.523, -3.073)
H (-0.214, 2.741, -3.170)
H (0.886, 3.606, -2.073)
H (-3.240, 4.528, -2.486)
H (-3.887, 3.619, -1.103)
H (-3.288, 2.754, -2.549)

Values from the calculation:
gap between HOMO and LUMO: 0.297 Ha
ΔE to the lowest compared entry with this formula, charge and spin: 27.6 kJ/mol
charge: +2
energy: -4143.39737 a.u.